Entry 1:
ORCA calculation (ωB97M-V/def2-TZVPD) on 6 unconnected molecules or ions with the total composition C43H65F15IN4O13S2 at a distorted geometry.

```
143
Properties=species:S:1:pos:R:3:forces:R:3
C 1.963 -2.236 3.053 -0.7 -0.4 -0.5
C 2.063 -1.229 1.922 0.1 0.2 0.7
N 2.265 -2.032 0.669 -0.5 0.0 -0.3
C 2.591 -1.244 -0.554 0.3 0.4 -0.6
C 2.448 -2.127 -1.793 -0.2 -0.4 0.4
C 3.044 -3.531 -1.782 -0.4 -0.3 -0.7
O 2.491 -4.264 -2.870 0.2 0.1 0.0
C 3.860 -0.406 -0.423 0.1 0.5 -0.1
C 5.171 -1.204 -0.453 0.0 -0.1 0.6
C 5.584 -2.014 0.793 0.3 -0.3 -0.3
C 6.392 -3.283 0.467 -0.6 0.3 0.2
C 5.546 -4.528 0.241 0.6 0.0 0.0
O 6.098 -5.629 0.973 0.0 0.4 -0.2
C 5.147 -6.535 1.310 0.0 0.7 0.4
O 5.134 -7.640 0.923 0.0 -1.4 -0.3
C 3.787 0.571 -1.661 0.0 -0.5 -0.3
C 4.676 0.259 -2.853 0.3 0.4 -0.2
C 4.433 1.091 -4.147 0.0 -0.2 0.2
S 3.316 2.541 -4.116 0.0 0.0 0.1
C 1.865 1.862 -4.940 0.1 0.0 0.5
S 1.722 1.754 -6.519 0.0 -0.2 -0.4
N 0.847 1.444 -4.050 0.2 0.1 -0.1
C 0.402 2.109 -2.923 -0.1 -0.3 0.1
C -0.573 1.314 -2.406 0.3 0.6 0.4
N -0.730 0.172 -3.143 0.2 -0.1 -0.2
C 0.125 0.289 -4.128 -0.6 -0.4 0.2
C 3.704 0.541 0.810 0.1 -0.4 0.2
C 4.990 1.321 1.068 -0.3 0.2 -0.4
C 4.790 2.573 1.904 -0.1 0.3 -0.4
C 6.061 3.404 1.999 -0.2 0.0 -0.4
N 6.452 3.839 0.654 0.1 -0.1 0.0
C 3.033 -0.037 2.099 0.5 -0.4 -0.2
I 4.411 -0.372 3.765 -0.1 0.0 -0.1
H 1.117 -2.887 2.823 -0.1 -0.1 0.1
H 2.840 -2.872 3.123 0.3 0.1 0.3
H 1.717 -1.764 3.993 0.2 0.1 0.2
H 1.062 -0.813 1.840 -0.1 0.2 -0.4
H 1.361 -2.465 0.470 0.0 -0.2 0.1
H 2.899 -2.818 0.812 0.3 0.2 0.1
H 1.782 -0.520 -0.617 -0.2 0.1 0.1
H 2.816 -1.618 -2.672 0.0 0.2 -0.1
H 1.382 -2.268 -1.959 -0.3 0.0 -0.1
H 2.835 -4.084 -0.864 0.2 0.1 0.2
H 4.110 -3.529 -1.972 0.2 0.1 0.2
H 1.724 -4.758 -2.574 -0.1 -0.1 0.0
H 5.964 -0.479 -0.602 0.2 0.0 -0.2
H 5.207 -1.869 -1.309 -0.2 0.0 -0.2
H 6.242 -1.408 1.403 -0.1 0.3 0.2
H 4.754 -2.298 1.440 -0.1 0.1 0.1
H 7.000 -3.074 -0.407 0.4 -0.1 0.0
H 7.022 -3.497 1.324 0.3 -0.1 0.0
H 4.514 -4.362 0.567 -0.2 0.0 0.1
H 5.554 -4.814 -0.807 -0.3 -0.1 -0.2
H 4.411 -6.135 2.021 -0.2 0.2 0.1
H 3.979 1.590 -1.346 0.1 0.1 0.1
H 2.765 0.570 -2.023 -0.4 0.2 0.0
H 5.710 0.433 -2.569 0.2 0.0 0.1
H 4.626 -0.790 -3.125 -0.1 -0.2 -0.1
H 5.377 1.506 -4.476 0.2 0.1 -0.1
H 4.106 0.443 -4.952 -0.2 0.0 -0.2
H 0.784 3.057 -2.607 0.1 0.2 -0.1
H -1.137 1.551 -1.521 -0.3 -0.2 0.0
H 0.245 -0.455 -4.894 0.2 0.1 -0.3
H 3.016 1.312 0.457 -0.4 -0.1 0.1
H 5.792 0.686 1.428 0.1 -0.1 0.3
H 5.314 1.687 0.098 0.3 0.0 -0.1
H 4.363 2.386 2.885 0.1 -0.1 0.2
H 4.061 3.192 1.372 -0.2 0.0 0.0
H 6.861 2.784 2.393 0.2 0.1 0.2
H 5.876 4.253 2.654 0.1 0.0 0.3
H 5.837 4.575 0.332 0.0 0.1 0.0
H 7.386 4.223 0.666 0.1 0.0 0.0
H 2.420 0.758 2.499 0.0 0.1 0.3
C -4.099 -0.124 -1.628 0.0 0.2 0.2
C -5.111 -0.118 -2.752 0.4 -0.4 -0.1
O -6.253 0.694 -2.419 -0.1 0.0 0.0
C -6.114 1.998 -2.602 0.0 -0.2 -0.1
O -5.148 2.576 -3.000 0.0 0.1 0.0
C -7.443 2.698 -2.260 0.0 0.1 0.0
F -7.954 2.219 -1.119 0.0 0.1 0.0
F -8.331 2.478 -3.238 -0.1 0.0 0.0
F -7.274 4.005 -2.132 0.0 0.0 0.0
H -4.569 -0.441 -0.695 0.0 -0.1 0.0
H -3.276 -0.799 -1.862 0.0 0.0 -0.1
H -3.691 0.875 -1.471 0.0 0.0 -0.1
H -5.507 -1.116 -2.922 -0.2 0.0 0.1
H -4.669 0.228 -3.685 0.0 0.2 0.0
C 0.630 -5.207 7.718 0.1 0.2 0.0
C -0.765 -4.633 7.613 0.0 -0.5 0.0
O -0.757 -3.200 7.814 -0.1 0.1 0.0
C -0.444 -2.458 6.778 0.0 -0.1 0.1
O -0.161 -2.819 5.671 0.1 0.0 -0.1
C -0.529 -0.967 7.160 0.1 0.1 0.0
F 0.047 -0.730 8.341 0.0 0.0 0.0
F -1.808 -0.587 7.227 0.0 0.0 0.0
F 0.081 -0.220 6.240 0.0 0.0 0.0
H 1.083 -4.935 8.671 0.0 -0.1 0.0
H 0.592 -6.292 7.645 0.0 0.0 0.0
H 1.272 -4.828 6.923 0.0 0.0 0.0
H -1.405 -5.025 8.399 0.0 0.2 0.1
H -1.230 -4.865 6.656 0.0 0.1 -0.1
C -3.239 4.248 -10.482 0.1 -0.2 0.0
C -1.849 4.835 -10.585 -0.3 0.3 0.0
O -0.844 3.871 -10.200 0.1 0.0 0.0
C -0.489 3.003 -11.134 -0.1 0.2 0.1
O -0.903 2.928 -12.250 0.0 -0.1 -0.1
C 0.617 2.081 -10.584 0.1 -0.1 0.0
F 0.329 1.656 -9.345 0.0 0.0 0.0
F 1.780 2.742 -10.531 0.0 0.0 0.0
F 0.774 1.019 -11.362 0.0 0.0 0.0
H -3.416 3.860 -9.479 0.0 0.1 0.0
H -3.983 5.013 -10.699 0.0 0.0 0.0
H -3.371 3.428 -11.187 0.0 0.0 -0.1
H -1.726 5.664 -9.892 0.1 -0.1 0.1
H -1.639 5.201 -11.588 0.1 -0.1 0.0
C 0.301 2.204 10.264 -0.1 0.2 0.2
C -0.697 2.329 9.134 0.4 -0.2 -0.1
O -1.888 3.017 9.563 -0.1 0.0 0.0
C -1.820 4.339 9.574 0.1 -0.1 0.0
O -0.884 5.014 9.266 0.0 0.1 0.0
C -3.178 4.923 10.012 0.0 0.0 0.1
F -3.668 4.267 11.066 0.0 0.0 0.0
F -4.055 4.816 9.004 0.0 0.0 0.0
F -3.051 6.203 10.328 0.0 0.0 0.0
H -0.159 1.717 11.124 0.0 -0.1 0.0
H 1.159 1.614 9.943 0.0 0.0 0.0
H 0.655 3.183 10.584 0.0 0.0 -0.1
H -1.033 1.352 8.812 -0.2 0.0 0.1
H -0.267 2.839 8.272 -0.1 0.1 0.1
C -11.471 0.536 -2.273 -0.1 -0.3 -0.1
C -10.231 0.063 -1.550 0.0 0.5 0.0
O -10.346 -1.322 -1.158 0.0 -0.1 0.0
C -10.062 -2.213 -2.092 0.0 0.2 0.1
O -9.717 -2.001 -3.216 0.0 -0.1 -0.1
C -10.186 -3.633 -1.503 -0.1 0.0 0.0
F -11.293 -3.762 -0.772 0.0 0.0 0.0
F -9.129 -3.882 -0.714 0.0 0.0 0.0
F -10.207 -4.538 -2.472 0.0 -0.1 0.0
H -12.358 0.363 -1.663 0.0 0.1 0.0
H -11.394 1.601 -2.489 0.0 0.0 0.0
H -11.605 0.001 -3.213 0.1 0.0 0.0
H -10.094 0.612 -0.622 0.0 -0.1 0.1
H -9.336 0.199 -2.153 0.0 -0.2 -0.1
```
Positions in Å, forces in eV/Å.

HOMO energy in eV: -11.116
Spin multiplicity: 1
Max |F| in eV/A: 1.4
M in g mol⁻¹: 1322.016
Charge: +1
E_LUMO in eV: -3.072

These are the Löwdin partial charges, in e, on atoms 1 to 4: -0.12 -0.34 0.13 -0.20

Entry 2:
ORCA calculation (ωB97M-V/def2-TZVPD) on a molecular structure, C43H66ClN4O4Y.

```
119
Properties=species:S:1:pos:R:3:forces:R:3
Y -1.835 -1.449 0.104 -0.4 -0.5 0.0
C -3.043 -4.485 1.722 0.0 0.0 0.0
N -2.729 -3.084 2.030 0.0 0.0 0.0
C -3.988 -2.394 2.356 0.0 0.1 0.0
C -1.822 -3.067 3.186 0.0 0.0 0.0
C -1.271 -1.689 3.462 0.0 0.0 0.0
N -0.506 -1.137 2.333 -0.1 0.0 0.0
C -0.177 0.271 2.684 0.0 0.0 0.0
C 0.095 1.293 1.607 0.0 0.0 0.0
C 1.182 2.142 1.726 0.0 0.0 0.0
C 1.283 3.307 0.969 0.0 -0.1 0.1
C 0.223 3.601 0.117 0.0 0.0 0.0
C -0.873 2.762 -0.063 0.0 0.0 0.0
C -0.898 1.544 0.645 -0.1 0.1 0.0
O -1.870 0.658 0.471 0.1 0.1 0.1
C -2.061 3.180 -0.942 0.0 0.0 0.0
C -3.343 3.202 -0.093 0.0 0.0 0.0
C -1.872 4.580 -1.529 0.0 0.0 0.0
C -2.260 2.218 -2.123 0.0 0.0 0.0
C 2.518 4.200 1.073 0.0 0.0 0.0
C 3.671 3.528 0.316 0.0 0.0 0.0
C 2.925 4.398 2.540 0.0 0.0 0.0
C 2.282 5.583 0.462 0.0 0.0 0.0
C 0.726 -1.948 2.154 -0.1 0.0 0.0
C 1.782 -1.288 1.327 0.0 0.0 0.0
C 3.012 -1.006 1.891 0.0 0.0 0.0
C 4.024 -0.408 1.153 0.0 0.0 0.0
C 3.723 -0.101 -0.168 0.0 0.0 0.0
C 2.495 -0.352 -0.781 0.0 0.0 0.0
C 1.484 -0.978 -0.012 0.0 -0.1 0.0
O 0.277 -1.302 -0.461 0.2 0.2 -0.3
C 2.275 0.085 -2.233 0.0 0.0 0.0
C 3.514 0.740 -2.848 0.0 0.0 0.0
C 1.918 -1.118 -3.110 0.0 0.0 0.0
C 1.140 1.112 -2.284 0.0 0.0 0.0
C 5.381 -0.126 1.797 0.0 0.0 0.0
C 5.197 0.809 3.002 0.0 0.0 0.0
C 6.358 0.533 0.822 0.0 0.0 0.0
C 6.003 -1.444 2.278 0.0 0.0 0.0
H -3.520 -4.970 2.583 0.0 0.0 0.0
H -2.123 -5.026 1.494 0.0 0.0 0.0
H -3.707 -4.526 0.864 0.0 0.0 0.0
H -4.410 -2.762 3.301 0.0 -0.1 0.0
H -4.697 -2.558 1.549 0.0 0.0 0.0
H -3.836 -1.318 2.446 0.0 0.0 0.0
H -1.012 -3.770 2.990 0.0 0.0 0.0
H -2.349 -3.428 4.082 0.0 0.0 0.0
H -0.643 -1.733 4.365 0.0 0.0 0.0
H -2.091 -1.005 3.683 0.0 0.0 0.0
H 0.660 0.271 3.395 0.0 0.0 0.0
H -1.051 0.647 3.223 0.0 0.0 0.0
H 1.953 1.883 2.445 0.0 0.0 0.0
H 0.250 4.528 -0.436 0.0 0.0 0.0
H -3.233 3.902 0.740 0.0 0.0 0.0
H -3.563 2.214 0.308 0.0 0.0 0.0
H -4.187 3.535 -0.704 0.0 0.0 0.0
H -1.761 5.335 -0.747 0.0 0.0 0.0
H -2.752 4.840 -2.121 0.0 0.0 0.0
H -1.001 4.633 -2.186 0.0 0.0 0.0
H -2.426 1.204 -1.763 0.0 0.0 0.0
H -1.391 2.227 -2.783 0.0 0.0 0.0
H -3.133 2.526 -2.707 0.0 0.0 0.0
H 3.853 2.526 0.706 0.0 0.0 0.0
H 4.590 4.116 0.401 0.0 0.0 0.0
H 3.421 3.427 -0.743 0.0 0.0 0.0
H 3.205 3.460 3.021 0.0 0.0 0.0
H 2.105 4.839 3.111 0.0 0.0 0.0
H 3.788 5.066 2.602 0.0 0.0 0.0
H 2.126 5.525 -0.617 0.0 0.0 0.0
H 3.159 6.210 0.632 0.0 0.0 0.0
H 1.418 6.079 0.909 0.0 0.0 0.0
H 0.436 -2.898 1.691 0.0 0.0 0.0
H 1.143 -2.177 3.146 0.0 0.0 0.0
H 3.173 -1.269 2.933 0.0 0.0 0.0
H 4.490 0.373 -0.761 0.0 0.0 0.0
H 4.362 0.053 -2.892 0.0 0.0 0.0
H 3.818 1.633 -2.300 0.0 0.0 0.0
H 3.279 1.043 -3.870 0.0 0.0 0.0
H 2.712 -1.869 -3.091 0.0 0.0 0.0
H 1.768 -0.801 -4.146 0.0 0.0 0.0
H 1.005 -1.576 -2.749 -0.1 -0.1 0.0
H 1.421 2.025 -1.756 0.0 0.0 0.0
H 0.242 0.734 -1.797 0.0 0.0 0.0
H 0.907 1.369 -3.323 0.0 0.0 0.0
H 4.796 1.775 2.687 0.0 0.0 0.0
H 6.155 0.984 3.498 0.0 0.0 0.0
H 4.512 0.383 3.736 0.0 0.0 0.0
H 5.982 1.489 0.454 0.0 0.0 0.0
H 6.561 -0.112 -0.036 0.0 0.0 0.0
H 7.306 0.720 1.330 0.0 0.0 0.0
H 5.370 -1.938 3.017 0.0 0.0 0.0
H 6.978 -1.262 2.737 0.0 0.0 0.0
H 6.139 -2.131 1.440 0.0 0.0 0.0
N -1.846 -1.415 -2.414 0.2 0.0 0.0
C -1.646 -2.738 -3.042 0.0 0.0 0.0
C -0.729 -3.640 -2.228 0.0 0.0 0.0
N -1.217 -3.802 -0.853 0.1 0.0 0.1
H -2.627 -0.938 -2.854 0.0 0.0 0.0
H -1.023 -0.837 -2.573 0.0 0.0 0.0
H -1.227 -2.641 -4.048 0.0 0.0 0.0
H -2.624 -3.208 -3.141 0.0 0.0 0.0
H 0.267 -3.212 -2.163 0.0 0.0 0.0
H -0.649 -4.596 -2.757 0.0 0.0 0.0
H -0.573 -4.383 -0.330 0.0 0.0 0.0
H -2.137 -4.233 -0.857 0.0 0.0 0.0
Cl -8.033 -2.153 -4.713 0.0 0.0 0.0
C -6.770 -2.386 -3.537 0.0 0.0 0.0
C -6.162 -3.649 -3.421 0.0 0.0 0.0
C -5.170 -3.869 -2.505 0.0 0.0 0.0
C -4.695 -2.832 -1.641 -0.1 0.0 0.0
O -3.753 -3.044 -0.807 0.1 0.0 0.0
C -5.344 -1.565 -1.783 0.0 0.0 0.0
C -5.007 -0.496 -0.892 0.0 -0.1 0.0
O -4.105 -0.532 -0.059 0.0 0.4 0.1
C -6.374 -1.367 -2.723 0.0 0.0 0.0
H -6.496 -4.450 -4.068 0.0 0.0 0.0
H -4.713 -4.847 -2.415 0.0 0.0 0.0
H -5.631 0.413 -0.955 0.0 0.0 0.0
H -6.850 -0.395 -2.789 0.0 0.0 0.0
```
Positions in Å, forces in eV/Å.

HOMO energy in eV: -6.998
Spin multiplicity: 1
Max |F| in eV/A: 0.7
M in g mol⁻¹: 827.384
Charge: 0
E_LUMO in eV: 0.038

These are the Löwdin partial charges, in e, on atoms 1 to 4: 1.57 -0.09 -0.30 -0.08

Entry 3:
ORCA calculation (ωB97M-V/def2-TZVPD) on 10 unconnected molecules or ions with the total composition C43H67N2O29.

```
141
Properties=species:S:1:pos:R:3:forces:R:3
C 2.054 -4.489 1.858 -0.2 0.1 -0.1
C 0.746 -3.712 1.948 -0.1 -0.5 0.0
C -0.119 -3.843 0.679 0.5 0.4 0.1
C -0.459 -2.522 -0.050 -0.5 -0.5 0.4
C -1.978 -2.273 -0.141 0.6 0.5 0.1
C -2.479 -1.595 1.151 -0.1 -0.4 -0.3
C -3.985 -1.753 1.629 0.1 0.3 0.6
C -4.768 -0.429 1.505 -0.3 0.0 -0.2
C -5.378 0.047 2.802 0.0 0.0 0.0
O -6.445 -0.313 3.231 0.1 0.0 0.0
C -3.773 -2.216 3.037 -0.1 -0.1 -0.2
N -3.762 -3.493 3.103 0.1 -0.2 -0.3
C -4.077 -4.143 1.811 -0.1 -0.4 0.4
C -4.817 -3.000 1.120 -0.5 0.1 -0.2
N -4.887 -3.042 -0.317 0.6 0.0 0.2
C -6.243 -2.979 1.736 0.0 0.0 -0.1
C -7.198 -4.052 1.265 -0.2 -0.2 0.2
O -6.839 -5.325 1.788 0.4 0.2 0.0
C -7.101 -6.412 0.921 -0.2 -0.3 -0.1
C -6.132 -6.532 -0.248 -0.4 0.1 0.1
H 2.608 -4.185 0.975 0.3 0.1 0.0
H 2.647 -4.364 2.757 0.2 0.1 0.1
H 1.851 -5.551 1.753 -0.1 -0.2 0.0
H 0.201 -4.136 2.792 -0.1 0.2 0.2
H 0.935 -2.667 2.177 0.1 0.2 0.0
H 0.410 -4.499 -0.006 0.0 -0.1 -0.2
H -1.023 -4.373 0.945 -0.4 -0.1 0.0
H 0.007 -1.703 0.493 0.1 0.3 -0.1
H -0.045 -2.550 -1.050 0.1 0.1 -0.2
H -2.161 -1.597 -0.969 -0.3 0.0 -0.2
H -2.469 -3.204 -0.347 -0.2 -0.3 -0.2
H -1.823 -1.933 1.958 0.1 -0.1 0.2
H -2.271 -0.537 1.039 -0.1 0.2 0.1
H -5.568 -0.584 0.789 -0.1 0.1 -0.2
H -4.161 0.386 1.126 0.3 0.0 -0.1
H -4.750 0.761 3.356 -0.1 0.1 0.2
H -3.629 -1.616 3.922 0.2 0.1 0.1
H -3.625 -4.041 3.939 0.1 0.1 0.2
H -4.678 -5.020 2.020 -0.3 0.1 -0.1
H -3.169 -4.489 1.343 0.5 0.2 -0.3
H -4.794 -3.962 -0.713 -0.1 -0.1 -0.1
H -5.702 -2.575 -0.674 -0.2 0.0 -0.1
H -6.222 -3.056 2.820 0.1 0.1 0.2
H -6.715 -2.025 1.539 -0.1 0.2 -0.1
H -7.303 -4.103 0.185 0.2 0.1 -0.2
H -8.176 -3.780 1.662 -0.2 0.0 0.0
H -8.125 -6.355 0.553 -0.2 0.0 0.0
H -7.041 -7.305 1.533 0.0 -0.1 0.2
H -6.150 -7.544 -0.636 0.1 -0.2 0.0
H -5.127 -6.300 0.084 0.3 0.0 0.0
H -6.426 -5.883 -1.068 0.2 0.2 -0.1
C -3.555 4.836 -0.554 -0.2 0.1 0.1
C -4.317 4.126 0.540 -0.4 0.2 0.0
O -4.171 2.748 0.162 0.1 0.0 0.1
C -3.038 2.634 -0.566 -0.1 0.2 0.0
O -2.545 1.588 -0.858 0.1 -0.2 0.0
O -2.558 3.846 -0.904 -0.1 0.0 0.1
H -3.115 5.770 -0.216 0.3 -0.1 -0.1
H -4.181 5.032 -1.424 0.1 -0.1 -0.1
H -3.902 4.280 1.537 0.1 -0.1 0.0
H -5.371 4.384 0.548 0.0 -0.1 0.0
C -0.144 0.739 4.463 0.0 0.0 0.1
C -0.909 0.753 5.775 0.1 -0.1 0.0
O -1.962 1.684 5.498 0.0 0.0 0.0
C -2.148 1.750 4.164 0.3 0.0 0.1
O -3.042 2.320 3.630 -0.2 0.0 -0.2
O -1.171 1.071 3.515 0.0 -0.1 0.0
H 0.290 -0.227 4.222 -0.1 0.0 -0.1
H 0.631 1.506 4.422 0.0 0.0 0.0
H -1.353 -0.217 6.009 0.0 0.0 0.0
H -0.323 1.090 6.624 -0.1 0.1 0.0
C -0.500 5.771 -4.671 0.0 0.0 0.1
C -1.326 5.438 -3.445 0.1 -0.1 0.0
O -2.436 6.337 -3.571 0.0 -0.1 0.1
C -2.570 6.671 -4.879 0.2 -0.1 0.1
O -3.496 7.256 -5.332 -0.2 0.1 -0.1
O -1.506 6.234 -5.587 0.1 0.0 0.0
H 0.027 4.919 -5.087 -0.1 0.0 -0.1
H 0.215 6.573 -4.494 0.0 0.0 0.0
H -1.704 4.415 -3.453 0.0 0.0 0.0
H -0.801 5.615 -2.510 -0.1 0.1 0.0
C 0.363 6.392 2.418 0.0 -0.1 0.1
C -0.447 5.966 3.629 0.1 0.1 0.0
O -1.671 6.692 3.436 -0.1 -0.2 0.1
C -1.800 6.971 2.119 0.4 0.3 0.1
O -2.756 7.464 1.614 -0.4 -0.2 -0.1
O -0.672 6.651 1.458 0.1 -0.1 -0.1
H 1.047 5.642 2.039 -0.1 0.0 -0.1
H 0.914 7.316 2.593 0.0 0.0 0.0
H -0.659 4.894 3.640 -0.1 0.0 -0.1
H 0.002 6.257 4.574 -0.1 0.1 0.0
C 5.156 2.560 3.114 0.0 -0.1 0.0
C 5.347 2.506 1.610 0.1 0.0 0.1
O 4.304 3.366 1.144 0.0 -0.1 0.0
C 3.987 4.228 2.129 0.5 0.0 -0.1
O 3.322 5.198 1.982 -0.4 0.2 0.2
O 4.571 3.855 3.294 -0.1 0.0 0.0
H 6.081 2.484 3.679 0.0 0.1 0.0
H 4.453 1.804 3.470 0.0 0.0 0.0
H 6.307 2.915 1.295 0.0 0.0 0.0
H 5.223 1.516 1.189 -0.1 -0.1 -0.1
C 3.601 5.784 -8.131 0.0 -0.1 0.0
C 2.510 6.796 -7.858 0.1 0.0 0.0
O 2.024 6.358 -6.573 -0.1 0.1 -0.1
C 2.997 5.654 -5.958 0.0 0.0 -0.2
O 2.947 5.297 -4.824 0.0 -0.1 0.2
O 4.016 5.408 -6.804 -0.1 0.0 -0.1
H 4.434 6.186 -8.685 0.2 0.0 0.1
H 3.225 4.894 -8.640 0.0 0.0 0.0
H 2.890 7.811 -7.763 0.0 0.0 0.0
H 1.710 6.782 -8.589 -0.1 -0.1 0.1
C 3.593 -9.081 4.356 -0.2 0.0 0.0
C 2.185 -8.627 4.027 0.0 0.0 0.0
O 2.129 -7.327 4.641 -0.1 -0.1 -0.1
C 3.396 -6.863 4.759 0.0 -0.1 0.0
O 3.676 -5.750 5.071 0.0 0.2 0.0
O 4.287 -7.826 4.468 0.1 -0.1 0.0
H 4.049 -9.698 3.594 0.2 0.1 -0.1
H 3.651 -9.597 5.315 0.0 0.0 0.0
H 2.025 -8.510 2.954 0.0 0.0 0.0
H 1.412 -9.269 4.439 0.0 0.1 0.1
C 9.055 -8.697 3.885 0.0 0.1 -0.1
C 8.061 -7.795 3.174 0.1 0.0 0.1
O 7.003 -8.709 2.859 0.0 0.1 -0.1
C 7.060 -9.742 3.726 0.0 0.1 0.0
O 6.214 -10.569 3.842 -0.1 -0.1 0.0
O 8.198 -9.701 4.445 0.1 0.0 0.0
H 9.611 -8.200 4.674 -0.1 -0.1 0.1
H 9.751 -9.177 3.197 0.0 0.0 0.0
H 7.663 -7.014 3.824 0.0 0.0 0.0
H 8.451 -7.347 2.265 -0.1 -0.1 -0.1
C 6.027 6.788 -12.728 0.0 0.0 -0.1
C 6.117 8.303 -12.742 0.1 -0.1 0.0
O 4.938 8.679 -12.015 0.1 0.1 -0.1
C 4.577 7.653 -11.224 0.1 0.0 -0.1
O 3.745 7.707 -10.377 -0.1 0.1 0.0
O 5.292 6.546 -11.519 0.1 -0.1 -0.1
H 6.991 6.292 -12.685 0.0 0.0 0.1
H 5.453 6.395 -13.567 0.0 0.0 0.0
H 6.990 8.676 -12.206 0.0 0.0 0.0
H 6.093 8.734 -13.738 -0.1 0.0 0.0
```
Positions in Å, forces in eV/Å.

HOMO energy in eV: -11.632
Spin multiplicity: 1
Max |F| in eV/A: 0.8
M in g mol⁻¹: 1075.994
Charge: +1
E_LUMO in eV: -3.348

These are the Löwdin partial charges, in e, on atoms 1 to 4: -0.10 -0.26 -0.20 -0.18

| no. | E_tot (eV) |
| --- | --- |
| 1 | -148750.8242 |
| 2 | -73386.0161 |
| 3 | -108029.1005 |